No. 1
Molecular formula: C5H11NO
Method: DFT, ωB97M-V/def2-TZVPD

## Properties
- SMILES = C=CCNC=C.O
- molecular weight (g/mol) = 101.15
- net charge = 0
- maximum force (eV/A) = 6.50
- frontier orbital gap (eV) = 8.4
- calculated total energy (Ha) = -326.991645
- energy relative to the best compared isomer or geometry (same formula, charge and spin) (kcal per mole) = 87.7

Each line ends with the Löwdin charge.
Positions of all 18 atoms, in Å:
1 C 0.63586 -1.66988 -1.71216  0.006
2 C 0.01393 -0.50895 -1.32544  -0.175
3 C -1.21657 -0.46427 -0.48544  -0.188
4 N -0.70041 -0.50343 0.92883  -0.028
5 C -1.40184 0.19264 1.89451  -0.212
6 C -2.68231 0.70863 1.76892  -0.012
7 H 1.49058 -1.78175 -2.34257  0.030
8 H 0.47122 -2.71448 -1.30855  0.074
9 H 0.45137 0.32045 -1.74972  0.063
10 H -1.86034 0.43115 -0.67206  0.113
11 H -1.85401 -1.47243 -0.63995  0.160
12 H 0.22243 -0.66220 1.19815  0.094
13 H -1.10090 0.19274 2.83796  0.049
14 H -3.20819 1.11415 0.97389  0.003
15 H -3.14681 0.90978 2.71670  0.024
16 O 4.57253 2.16407 -1.03358  -0.114
17 H 4.11717 1.30286 -0.71740  0.077
18 H 5.19630 2.44091 -0.33211  0.036

***

No. 2
Molecular formula: C5H11NO
Method: DFT, ωB97M-V/def2-TZVPD

## Properties
- molecular weight (g/mol) = 101.15
- net charge = 0
- maximum force (eV/A) = 1.15
- frontier orbital gap (spin up / spin down) (eV) = 7.5 / 6.9
- calculated total energy (Ha) = -326.971552
- energy relative to the best compared isomer or geometry (same formula, charge and spin) (kcal per mole) = 100.3

Each line ends with the Löwdin charge.
Positions of all 18 atoms, in Å:
1 C -0.21342 0.19460 -1.31084  0.044
2 C 0.52939 -1.00088 0.43801  -0.137
3 C -1.47152 0.40113 -2.02550  -0.053
4 C 0.71682 -1.10083 1.94767  -0.102
5 C -0.08622 0.56233 0.12385  -0.762
6 N 0.96243 1.56705 0.24943  0.105
7 O -1.22442 0.71202 0.72437  -0.099
8 H 0.61846 -0.25057 -1.85339  0.123
9 H 0.55135 2.48930 0.16088  0.086
10 H 1.47822 1.49189 1.11981  0.066
11 H 1.48191 -1.17067 -0.06954  0.101
12 H -0.19419 -1.76056 0.13593  0.112
13 H -1.28359 0.72821 -3.05291  0.094
14 H -2.03541 -0.54136 -2.08059  0.109
15 H -2.12175 1.09766 -1.48567  0.092
16 H 1.04713 -2.10993 2.20904  0.075
17 H -0.22786 -0.90624 2.45440  0.078
18 H 1.47266 -0.40316 2.31507  0.068

***

No. 3
Molecular formula: C5H11NO
Method: DFT, ωB97M-V/def2-TZVPD

## Properties
- molecular weight (g/mol) = 101.15
- net charge = 0
- maximum force (eV/A) = 1.29
- frontier orbital gap (eV) = 10.5
- calculated total energy (Ha) = -327.098552
- energy relative to the best compared isomer or geometry (same formula, charge and spin) (kcal per mole) = 20.6

Each line ends with the Löwdin charge.
Positions of all 18 atoms, in Å:
1 C -1.52377 -0.43023 -1.23990  -0.114
2 C -1.14617 0.41454 -0.02702  -0.242
3 C 0.34829 0.39426 0.30208  -0.487
4 C 0.67784 1.36157 1.44142  -0.079
5 N 0.77025 -0.97973 0.58426  0.010
6 C 1.81788 -2.28096 -1.69141  -0.009
7 O 1.81809 -1.27711 -2.22556  -0.007
8 H -0.99715 -0.08465 -2.13734  0.071
9 H -1.25488 -1.47803 -1.07943  0.062
10 H -2.59954 -0.37303 -1.43790  0.068
11 H -1.45210 1.45626 -0.18677  0.109
12 H -1.70178 0.06849 0.85810  0.112
13 H 0.89914 0.70854 -0.59755  0.128
14 H 0.38580 2.38988 1.19900  0.075
15 H 0.14740 1.06694 2.35655  0.078
16 H 1.75261 1.35717 1.66023  0.073
17 H 0.29369 -1.32294 1.41570  0.084
18 H 1.76440 -0.99098 0.80552  0.071

***

No. 4
Molecular formula: C5H11NO
Method: DFT, ωB97M-V/def2-TZVPD

## Properties
- SMILES = C=C/C=C(/C)N.O
- molecular weight (g/mol) = 101.15
- net charge = 0
- maximum force (eV/A) = 5.83
- frontier orbital gap (eV) = 8.6
- calculated total energy (Ha) = -326.972988
- energy relative to the best compared isomer or geometry (same formula, charge and spin) (kcal per mole) = 99.4

Each line ends with the Löwdin charge.
Positions of all 18 atoms, in Å:
1 C 1.26654 1.07606 2.41102  0.030
2 C 0.10871 1.06765 1.50768  -0.133
3 C 0.18500 0.89688 0.04774  -0.156
4 C -0.71815 1.00443 -0.91512  -0.338
5 C -0.13680 1.24439 -2.40337  -0.036
6 N -2.08787 1.19410 -0.43725  0.018
7 H 1.14507 1.08058 3.51711  0.048
8 H 2.18110 1.35783 1.98121  0.011
9 H -0.76876 1.33857 2.00154  0.045
10 H 1.26850 0.76589 -0.37862  0.126
11 H -0.18937 2.37934 -2.39460  0.088
12 H 0.91433 0.78833 -2.28087  0.079
13 H -0.59195 0.97361 -3.36365  0.055
14 H -2.07325 1.42244 0.59670  0.063
15 H -2.69202 0.32973 -0.31126  0.101
16 O 0.42069 -5.35868 0.14231  -0.048
17 H 1.27772 -5.18987 -0.03585  -0.049
18 H 0.49051 -6.37126 0.31528  0.098